Formula: C29H18AuF15GeN4S2
Source: the Open Molecules 2025 dataset
Level of theory: the ωB97M-V functional and the def2-TZVPD basis

Each line ends with the Löwdin charge.
Cartesian coordinates (Å):
Au  0.04316  -1.91368  0.31017  0.512
N  1.74535  -3.21370  -1.00974  -0.042
C  2.11249  -4.59111  -0.63143  -0.274
C  2.99400  -4.64252  0.61041  -0.205
C  2.45344  -3.90760  1.83896  -0.210
C  1.11841  -4.44447  2.36978  -0.263
N  0.10342  -3.37522  2.43945  -0.039
H  1.49995  -3.16647  -1.99066  0.073
H  2.51889  -2.56651  -0.88150  0.041
H  2.64267  -5.10302  -1.44040  0.108
H  1.18729  -5.14575  -0.45635  0.096
H  3.97347  -4.22337  0.36093  0.113
H  3.15850  -5.69733  0.84962  0.114
H  2.32073  -2.85103  1.59291  0.036
H  3.21157  -3.94269  2.62329  0.109
H  1.27162  -4.92314  3.34080  0.105
H  0.72175  -5.21015  1.70061  0.101
H  0.37472  -2.67377  3.12038  0.078
H  -0.79157  -3.74536  2.73613  0.075
N  -2.31338  -3.50312  -1.59644  0.116
C  -2.85385  -2.57077  -0.78362  -0.697
N  -2.14197  -1.83896  0.01743  -0.032
C  -2.95042  -0.97003  0.76214  -0.311
C  -2.50469  -0.06558  1.71889  -0.032
C  -3.43567  0.73982  2.35306  -0.066
C  -4.79567  0.65088  2.04755  -0.079
C  -5.24957  -0.25569  1.10302  -0.085
C  -4.31205  -1.06057  0.47111  -0.473
S  -4.57322  -2.28423  -0.74773  1.103
H  -1.30689  -3.52845  -1.65404  0.079
H  -2.86005  -3.94670  -2.30989  0.098
H  -1.44465  0.00124  1.93795  0.081
H  -3.09840  1.45640  3.09265  0.110
H  -5.50445  1.29693  2.54941  0.107
H  -6.30292  -0.33105  0.86507  0.111
F  -0.28864  1.91801  2.42093  0.063
C  0.62070  2.89513  2.26699  -0.241
C  1.34088  2.99647  1.08786  -0.138
C  2.27405  4.01365  1.02783  -0.208
F  3.05136  4.18100  -0.05282  0.100
C  2.46569  4.90891  2.06647  -0.139
F  3.36466  5.88932  1.96915  0.126
C  1.71885  4.77859  3.21959  -0.132
F  1.89775  5.62536  4.22976  0.135
C  0.78737  3.76232  3.32625  -0.138
F  0.07261  3.63459  4.44570  0.124
Ge  1.08721  1.56846  -0.25406  0.626
S  1.80032  -0.22933  0.65562  0.208
C  1.94093  2.13734  -1.94442  -0.128
C  1.61495  3.37548  -2.47105  -0.231
F  0.75782  4.17620  -1.81640  0.099
C  2.14388  3.85435  -3.65274  -0.139
F  1.81074  5.05684  -4.12340  0.127
C  3.03841  3.06540  -4.35157  -0.133
F  3.56110  3.50365  -5.49302  0.135
C  3.38397  1.81966  -3.86612  -0.140
F  4.23810  1.05699  -4.55154  0.122
C  2.83439  1.37463  -2.67670  -0.224
F  3.20156  0.15259  -2.27499  0.068
C  -0.79244  1.58408  -0.86426  -0.125
C  -1.11244  0.66411  -1.85225  -0.254
F  -0.16438  -0.14434  -2.35499  0.056
C  -2.38266  0.52671  -2.37292  -0.155
F  -2.65229  -0.39667  -3.30030  0.113
C  -3.38738  1.35472  -1.90964  -0.141
F  -4.62372  1.23478  -2.38674  0.132
C  -3.10205  2.31210  -0.95641  -0.143
F  -4.07382  3.11327  -0.51668  0.127
C  -1.81762  2.41680  -0.45332  -0.219
F  -1.62190  3.36564  0.47032  0.108

Force components x, y, z for each atom (eV/Å):
-0.1 0.5 -0.1
0.1 -0.2 0.0
0.0 0.1 0.0
0.0 0.1 0.0
-0.1 0.0 -0.1
-0.1 0.1 0.0
0.2 -0.1 0.0
0.0 0.0 0.0
0.0 0.0 0.0
0.0 0.0 0.0
0.0 0.0 0.0
0.0 0.0 0.0
0.0 0.0 0.0
0.0 0.0 0.0
0.0 0.0 0.0
0.0 0.0 0.0
0.0 0.0 0.0
0.0 0.0 0.0
0.0 0.0 0.0
-0.1 0.0 0.1
0.1 0.0 -0.2
0.0 0.0 0.3
0.1 -0.1 -0.1
0.1 0.0 0.0
0.0 0.0 0.0
0.0 0.0 0.0
0.0 0.0 0.0
0.0 0.0 0.0
0.0 0.0 -0.1
0.0 0.0 0.0
0.0 0.0 -0.1
-0.1 0.0 0.0
0.0 0.0 0.0
0.0 0.0 0.0
0.0 0.0 0.0
0.1 0.1 -0.1
0.0 0.0 0.0
0.0 -0.1 0.0
0.0 0.1 0.0
0.0 -0.1 0.0
0.0 0.0 0.0
0.0 0.0 0.0
0.0 0.1 0.1
0.0 0.0 0.0
0.0 0.0 0.0
0.0 0.0 0.0
0.0 0.2 0.0
0.0 -0.3 0.1
0.2 0.0 0.1
0.0 0.0 0.0
0.0 -0.1 0.1
0.0 0.0 0.0
0.0 0.0 0.0
0.0 0.0 -0.1
0.0 0.0 0.0
0.0 0.0 0.0
0.0 0.0 0.0
0.0 0.0 0.0
0.0 0.0 0.0
0.0 -0.1 -0.1
0.0 0.0 0.0
0.1 0.0 0.0
0.0 0.0 0.1
0.0 -0.1 -0.1
-0.1 0.0 0.0
0.0 0.0 0.0
-0.1 0.0 0.1
0.0 0.0 0.0
0.0 0.0 0.0
0.1 0.0 0.0

Computed properties:
Net charge: 0
Energy relative to the best compared isomer or geometry (same formula, charge and spin), kJ/mol: 0.0
E_tot, eV: -158966.5638